Record 1
Density functional theory data (ωB97M-V with the def2-TZVPD basis set) for C31H55AlIO12 as an isolated structure in a non-equilibrium geometry.

Computed properties:
HOMO, eV: -4.896
Total energy, eV: -72300.6847
Strongest force on any atom, eV Å⁻¹: 8.00
Net charge: -1

Structure (XYZ):
```
100
Properties=species:S:1:pos:R:3:forces:R:3
C 3.317 -1.679 0.902 0.1014 0.8560 -0.5146
C 3.291 -0.038 1.218 -0.3600 -1.3929 -0.1809
C 2.699 0.695 -0.125 0.4475 0.6145 -0.0740
C 3.849 1.206 -1.178 -0.2619 -0.8353 -0.0580
Al 1.497 2.326 0.351 0.5773 -0.9758 -0.0321
I 2.724 3.776 2.201 -0.0492 -0.0078 -0.3775
O 1.126 3.368 -1.173 -4.7471 -2.9286 -1.6491
C -0.045 2.878 -1.918 1.4179 3.3519 -4.1088
O -0.212 3.362 -3.179 0.4067 -2.9932 7.4087
C -1.159 1.819 -1.342 -2.0921 -3.1745 1.6665
C -0.828 0.216 -1.466 -2.6752 0.5423 1.4231
C -1.808 -1.004 -0.899 -1.4939 4.7751 0.5894
C -3.217 -0.572 -0.160 3.7886 2.6277 -2.0948
C -3.537 1.036 -0.052 2.1362 -0.4455 -1.1004
C -2.588 2.257 -0.600 1.4346 -4.3293 -0.5510
H 4.062 -2.241 1.610 -1.5527 0.8613 -1.2104
H 2.204 -2.104 0.983 2.5988 0.7867 -0.2098
H 3.713 -1.770 -0.218 -0.8991 -0.1023 2.3851
H 4.385 0.301 1.513 -2.3103 -0.4288 -0.7016
H 2.575 0.077 2.161 1.5616 0.1112 -1.9682
H 1.996 -0.061 -0.677 1.3916 1.1395 0.9988
H 3.351 1.315 -2.244 1.0836 0.0035 2.1273
H 4.350 2.232 -0.855 -1.0113 -2.2117 -0.6583
H 4.655 0.360 -1.267 -1.0999 1.6884 0.0368
H 0.221 1.729 1.081 -0.1551 0.3542 0.0780
H 0.180 -0.135 -1.961 -2.2174 0.9820 1.0568
H -1.489 -2.127 -1.016 -0.6369 2.5440 0.2718
H -3.893 -1.441 0.258 1.3129 2.3226 -0.8450
H -4.541 1.337 0.501 2.4437 -0.7847 -1.3156
H -2.876 3.406 -0.451 0.7032 -2.9650 -0.3707
O 0.530 -4.478 1.377 0.2128 -0.0403 2.2414
C 0.769 -4.663 2.569 -0.0776 0.4244 -1.6160
O 0.463 -3.716 3.483 -0.4295 -0.0210 -0.4324
C 0.533 -3.902 4.908 0.2476 0.1760 0.1954
C 1.939 -3.655 5.418 -0.0334 -0.1371 0.0591
C 1.487 -5.901 3.018 -0.2833 -0.7109 0.0582
H 0.144 -4.884 5.196 0.1112 -0.0037 -0.1264
H -0.144 -3.163 5.350 -0.0376 -0.0800 -0.4194
H 2.653 -4.362 4.990 -0.6748 0.2933 0.4215
H 1.974 -3.743 6.508 -0.1157 0.0591 -0.0051
H 2.278 -2.651 5.136 -0.1600 -0.1274 0.0531
H 2.563 -5.762 2.882 -0.2518 0.0331 0.0812
H 1.149 -6.740 2.402 0.1375 0.2747 -0.0851
H 1.282 -6.180 4.050 0.2079 0.1557 0.0805
O 4.128 -4.623 4.062 2.6775 -1.6221 0.4521
C 5.163 -5.154 4.461 -1.1119 0.9914 -0.5087
O 5.112 -6.167 5.354 -0.5585 -0.1387 -0.2664
C 6.240 -6.971 5.744 0.1549 0.1169 0.1282
C 7.025 -6.299 6.854 0.0334 0.2062 0.1255
C 6.502 -4.627 4.036 0.3253 -0.1688 -0.5833
H 6.861 -7.223 4.879 -0.0668 0.1673 0.0572
H 5.832 -7.917 6.116 -0.1938 0.2801 -0.1744
H 7.439 -5.341 6.532 0.0396 -0.1283 -0.0289
H 7.848 -6.938 7.185 -0.0993 0.0518 -0.0440
H 6.375 -6.091 7.712 0.0810 -0.1447 -0.1707
H 6.766 -3.770 4.662 -0.0446 -0.0939 -0.0899
H 6.432 -4.305 2.992 -0.1398 0.1590 0.3127
H 7.299 -5.367 4.072 0.0249 0.0528 0.2201
O -5.901 0.785 2.213 -1.7357 1.6656 0.7715
C -6.581 1.772 2.488 1.0696 -1.4243 -0.6680
O -7.799 1.626 3.055 0.1019 -0.4296 0.3053
C -8.591 2.708 3.579 -0.0233 0.0829 -0.1905
C -9.403 3.364 2.479 -0.0413 0.0253 -0.2356
C -6.112 3.148 2.116 0.4326 0.4199 0.3917
H -7.969 3.420 4.129 0.0190 -0.0601 -0.1675
H -9.273 2.264 4.312 0.2843 -0.1705 -0.1720
H -8.762 3.809 1.715 -0.0295 0.0404 0.1259
H -10.045 4.149 2.891 0.0656 -0.0863 -0.0251
H -10.034 2.624 1.973 0.0927 0.0984 0.1949
H -6.358 3.340 1.068 0.0287 -0.0219 0.1129
H -5.026 3.191 2.246 -0.1880 -0.1569 -0.2399
H -6.525 3.938 2.740 -0.1674 0.0137 -0.1449
O 2.962 2.288 -6.348 -0.3200 2.2746 -0.4420
C 2.664 3.477 -6.260 0.3728 -1.7120 0.6679
O 3.006 4.342 -7.241 0.0636 -0.1790 -0.7563
C 2.552 5.705 -7.324 0.1042 -0.0560 0.2194
C 3.427 6.618 -6.488 0.1603 0.0269 0.1967
C 1.996 4.007 -5.025 -0.5212 -0.1892 -0.2123
H 1.491 5.783 -7.067 0.1498 -0.0677 0.1192
H 2.636 5.995 -8.377 0.0583 -0.3277 0.1152
H 3.388 6.356 -5.428 -0.1098 0.0516 -0.0964
H 3.112 7.660 -6.599 0.0214 -0.0942 -0.0040
H 4.476 6.534 -6.796 -0.2181 0.0179 -0.0607
H 2.754 4.199 -4.261 -0.1302 -0.0590 -0.0309
H 1.296 3.249 -4.658 0.4393 0.2088 0.0416
H 1.408 4.907 -5.193 0.1341 0.0866 0.0960
O -6.463 -0.777 -5.634 1.7533 1.0268 0.3864
C -5.411 -0.143 -5.583 -1.3193 -0.5331 0.3560
O -4.864 0.180 -4.390 -0.5915 -0.6796 -0.2775
C -3.556 0.754 -4.218 0.2445 0.3941 0.1124
C -3.603 2.261 -4.377 -0.0512 0.1677 -0.0874
C -4.764 0.363 -6.838 0.4869 -0.3573 -0.4785
H -2.828 0.280 -4.883 -0.1521 0.0649 -0.0379
H -3.244 0.511 -3.196 -0.2719 -0.1038 -0.1686
H -3.926 2.551 -5.380 0.0755 -0.0393 -0.0337
H -2.617 2.699 -4.191 -0.0575 -0.0869 0.0622
H -4.320 2.700 -3.674 0.1724 -0.1637 -0.0049
H -5.246 1.297 -7.140 0.0737 -0.1177 0.0552
H -4.901 -0.386 -7.625 -0.2307 0.2180 0.1521
H -3.690 0.517 -6.750 -0.0647 0.2213 0.0955
```
Positions in Å, forces in eV/Å.

---

Record 2
Density functional theory data (ωB97M-V with the def2-TZVPD basis set) for C31H55ClO3P2Si2V as an isolated structure in a non-equilibrium geometry.

Computed properties:
HOMO (spin up / spin down), eV: -7.348 / -6.903
Total energy, eV: -111726.8570
Strongest force on any atom, eV Å⁻¹: 5.68
Spin multiplicity: 2

Structure (XYZ):
```
95
Properties=species:S:1:pos:R:3:forces:R:3
V -0.299 0.709 -0.275 -4.2097 -3.6987 0.9165
C -0.454 2.608 -1.029 -0.3519 -0.1690 -0.1830
C -0.021 2.623 0.335 0.4670 1.0996 0.4453
C 1.238 1.906 0.361 1.0108 0.9055 -0.3884
Si -1.075 3.320 1.726 -0.1239 -0.8369 0.0726
C 1.510 1.412 -0.937 0.7804 1.3686 -0.1915
C 0.429 1.805 -1.819 0.8875 0.8742 -0.7813
Si 0.042 1.312 -3.584 -0.1866 -0.7037 0.3067
H -1.372 3.057 -1.384 0.0064 -0.1683 0.0179
H 1.864 1.768 1.226 0.0817 -0.1383 0.0017
H 2.374 0.840 -1.227 0.0600 -0.1563 0.1324
Cl 1.391 -3.720 1.532 0.1067 -0.8306 0.1319
C -1.491 2.182 -4.183 -0.0669 0.2779 0.1317
C 1.509 1.647 -4.680 0.1407 0.2233 -0.2458
C -2.578 4.171 1.036 -0.0235 0.1196 -0.3031
C -0.056 4.444 2.803 0.0749 0.3566 0.0917
H 1.541 2.729 -4.867 0.1525 -0.1998 -0.0372
H 1.406 1.134 -5.646 0.0377 0.1331 0.1650
H 2.463 1.346 -4.229 -0.2051 0.1123 -0.1052
H -2.372 1.850 -3.615 0.2372 0.0657 -0.1143
H -1.665 1.963 -5.244 0.0270 0.0695 0.1706
H -1.382 3.267 -4.057 -0.1260 -0.1379 -0.1362
H 0.092 5.390 2.264 0.0839 -0.1298 0.1966
H 0.929 4.029 3.050 -0.1979 0.1251 -0.0776
H -0.581 4.665 3.742 0.1153 0.0000 -0.1648
H -2.289 4.923 0.290 -0.1487 -0.0443 0.1474
H -3.139 4.669 1.836 0.0877 -0.0382 -0.1134
H -3.245 3.440 0.556 0.2121 0.1287 0.1160
C -0.358 -0.545 -3.580 0.1102 0.0323 -0.3476
C -1.703 1.838 2.744 -0.0064 0.3539 0.3147
P 0.531 -1.413 -2.243 -0.1619 -0.0550 -0.2252
H -0.131 -0.977 -4.565 -0.0828 0.0510 0.1642
H -1.438 -0.668 -3.404 0.3766 0.1217 0.0757
P -0.537 0.444 2.629 -0.1763 -0.0115 -0.2001
H -2.668 1.524 2.320 0.3590 0.0061 -0.0627
H -1.879 2.133 3.788 -0.0065 -0.0466 -0.1750
C -1.358 -0.968 3.558 0.3995 0.0383 -0.0890
C 0.851 0.996 3.796 -0.2656 -0.1317 -0.3225
C 2.293 -1.490 -2.935 -0.3968 0.1629 0.2465
C -0.026 -3.204 -2.382 0.2750 0.1498 0.2594
C -0.971 -3.524 -1.225 -0.3068 0.0157 0.0935
H 0.893 -3.802 -2.253 -0.2285 0.1439 -0.0641
C -0.682 -3.552 -3.713 -0.0436 -0.1152 -0.1049
H -1.640 -3.026 -3.815 0.2091 -0.1496 -0.0483
H -0.884 -4.630 -3.735 -0.0551 0.1414 -0.0083
H -0.050 -3.322 -4.576 -0.1918 0.0182 0.1305
H -0.473 -3.404 -0.260 -0.1375 0.0175 -0.1151
H -1.326 -4.561 -1.289 0.0808 0.1501 -0.0104
H -1.856 -2.869 -1.255 0.2602 -0.1863 0.0428
H 2.563 -0.428 -3.056 0.0152 -0.3131 -0.0463
C 2.394 -2.188 -4.293 0.1554 0.0266 -0.0579
C 3.272 -2.122 -1.938 0.0614 0.0525 0.0197
H 1.789 -1.693 -5.061 0.0878 -0.1495 0.1263
H 2.098 -3.244 -4.229 0.0815 0.2840 0.0010
H 3.440 -2.163 -4.629 -0.1975 -0.0035 0.0146
H 3.387 -1.506 -1.039 -0.0283 -0.1523 -0.1614
H 4.261 -2.217 -2.406 -0.1966 -0.0021 0.1159
H 2.951 -3.129 -1.630 0.0783 0.2324 -0.0493
H 1.214 1.936 3.344 -0.1010 -0.2619 0.2048
C 2.010 -0.008 3.817 0.0797 0.0609 0.0239
C 0.370 1.282 5.222 0.1564 0.0797 0.0854
H -0.405 2.057 5.254 0.1329 -0.2149 0.0346
H 1.220 1.642 5.821 -0.2069 -0.0690 -0.1091
H -0.008 0.370 5.706 0.1104 0.2635 -0.1382
H 2.520 -0.058 2.847 -0.1229 -0.0195 0.2401
H 1.664 -1.020 4.082 0.1270 0.2435 -0.0814
H 2.751 0.294 4.572 -0.1844 -0.0782 -0.1971
C -1.897 -1.996 2.563 -0.1231 -0.0998 -0.1366
C -2.462 -0.520 4.510 -0.0932 -0.0377 0.1231
H -0.543 -1.439 4.135 -0.2170 0.1043 -0.0968
H -3.295 -0.078 3.947 0.1740 -0.0828 0.1919
H -2.112 0.198 5.259 -0.1447 -0.0525 -0.1932
H -2.845 -1.393 5.052 -0.0104 0.0957 -0.0957
H -2.656 -1.546 1.905 0.1879 -0.0952 0.1396
H -2.371 -2.827 3.103 0.0597 0.1439 -0.1097
H -1.099 -2.423 1.943 -0.1542 0.1111 0.0563
C 1.754 -2.061 1.118 -0.6388 1.3070 -0.1340
H 2.821 -1.861 1.277 -0.3654 -0.0614 -0.0948
H 1.124 -1.422 1.775 0.6973 -0.4359 -0.5167
H 1.431 -1.826 0.077 0.4472 -0.3852 0.9022
O -4.314 -2.245 -2.382 0.2718 0.3443 -0.3095
C -5.102 -1.995 -1.331 0.6691 -0.0449 0.4761
C -6.226 -2.805 -1.118 0.1125 0.4236 0.4682
C -6.975 -2.615 0.030 0.1753 0.2905 0.3483
C -6.629 -1.630 0.963 0.1270 0.5906 0.2168
C -5.514 -0.814 0.735 -0.4233 -0.0963 -0.0228
C -4.710 -0.997 -0.392 -0.8900 -0.5938 -0.0446
C -3.445 -0.228 -0.542 0.5585 1.1324 0.4703
O -3.138 0.652 0.323 0.3378 -1.0115 -0.8412
O -2.692 -0.501 -1.540 0.2457 0.1540 0.4682
H -3.553 -1.579 -2.276 -0.2889 -0.4310 -0.1898
H -6.463 -3.606 -1.800 0.0651 0.0504 -0.2168
H -7.834 -3.242 0.236 0.0174 -0.0340 -0.1008
H -7.236 -1.471 1.866 0.2887 -0.1374 -0.5264
H -5.251 0.016 1.395 -0.0746 -0.4420 -0.0134
```
Positions in Å, forces in eV/Å.